Record 1
Below is C13H28O5Ti as an isolated structure at a distorted geometry, with properties calculated with ωB97M-V/def2-TZVPD.

Structure (ORCA input):
```
! RIJCOSX wB97M-V def2-TZVPD def2/J DEFGRID3
* xyz -1 4
Ti -4.462 -24.882 -4.210
C -8.199 -25.593 -4.151
C -7.513 -24.347 -3.513
O -6.344 -24.692 -2.895
H -8.304 -26.411 -3.441
H -7.642 -25.957 -5.017
H -9.190 -25.228 -4.469
H -8.298 -23.851 -2.899
H -7.463 -23.576 -4.320
C -2.887 -28.146 -1.880
C -2.878 -26.610 -2.005
O -3.960 -25.980 -1.472
H -3.786 -28.564 -2.351
H -3.020 -28.490 -0.848
H -2.019 -28.633 -2.345
H -2.875 -26.435 -3.100
H -1.954 -26.182 -1.567
C -3.719 -22.097 -7.100
C -4.403 -21.966 -5.757
O -4.128 -22.778 -4.793
C -5.331 -20.786 -5.436
H -2.625 -22.105 -7.027
H -4.047 -21.269 -7.735
H -4.057 -23.032 -7.571
H -6.348 -20.884 -5.831
H -4.882 -19.905 -5.920
H -5.353 -20.631 -4.360
C -6.276 -27.747 -6.603
C -5.848 -26.418 -7.172
O -5.273 -25.616 -6.463
C -6.090 -26.013 -8.599
H -7.374 -27.741 -6.616
H -6.109 -27.719 -5.525
H -5.871 -28.608 -7.123
H -5.845 -24.955 -8.635
H -7.080 -26.216 -9.008
H -5.401 -26.584 -9.230
C -0.449 -24.667 -6.790
C -1.216 -25.430 -5.745
O -2.306 -25.089 -5.358
C -0.577 -26.708 -5.232
H -0.220 -25.332 -7.625
H 0.417 -24.257 -6.270
H -1.071 -23.890 -7.228
H -1.052 -27.469 -5.861
H -0.811 -26.935 -4.194
H 0.503 -26.735 -5.368
*
```

Calculated values
E_HOMO (spin up / spin down), eV: -1.32 / -3.07
Gap between HOMO and LUMO (spin up / spin down), eV: 3.65 / 5.36
Electronic energy, Ha: -1737.67169

Record 2
Below is C13H29B3CuNO8P as an isolated structure at a distorted geometry, with properties calculated with ωB97M-V/def2-TZVPD.

Structure (ORCA input):
```
! RIJCOSX wB97M-V def2-TZVPD def2/J DEFGRID3
* xyz 1 1
C -2.841 6.480 -3.847
C -3.222 5.388 -2.841
O -2.406 4.232 -2.903
C -2.506 3.531 -4.130
B -2.178 2.015 -3.931
O -2.283 1.352 -2.720
B -1.268 0.455 -2.436
C -0.794 0.242 -0.959
C 0.179 -0.929 -0.743
C -0.311 -1.991 0.267
C 0.475 -2.016 1.562
C 0.370 -3.261 2.452
C -0.471 -3.058 3.731
C 0.130 -3.660 4.984
C 1.386 -2.926 5.420
O 1.677 -3.289 6.749
C 2.874 -2.911 7.299
C 4.137 -3.219 6.554
O 2.876 -2.435 8.393
O -0.641 -0.203 -3.484
B -0.521 0.642 -4.570
P 1.202 1.048 -5.339
N 2.036 -0.210 -5.657
O 1.810 1.996 -4.169
O 0.921 2.041 -6.574
O -1.658 1.280 -5.005
H -1.922 6.240 -4.373
H -2.718 7.437 -3.349
H -3.622 6.615 -4.590
H -4.260 5.089 -3.003
H -3.139 5.777 -1.832
H -1.777 3.918 -4.850
H -3.482 3.675 -4.605
H -0.309 1.182 -0.683
H -1.675 0.155 -0.322
H 0.406 -1.434 -1.676
H 1.130 -0.542 -0.379
H -1.359 -1.793 0.490
H -0.273 -2.982 -0.176
H 0.074 -1.193 2.220
H 1.525 -1.827 1.342
H -0.067 -4.069 1.873
H 1.368 -3.583 2.739
H -0.665 -1.988 3.900
H -1.448 -3.511 3.576
H 0.369 -4.713 4.857
H -0.586 -3.573 5.798
H 1.209 -1.838 5.364
H 2.206 -3.153 4.740
H 4.525 -4.149 6.963
H 4.038 -3.306 5.481
H 4.850 -2.442 6.804
H 2.336 -0.238 -6.625
H 2.422 2.665 -4.499
H 1.297 2.920 -6.467
Cu 0.576 0.066 3.181
*
```

Calculated values
E_HOMO, eV: -10.91
Gap between HOMO and LUMO, eV: 4.70
Electronic energy, Ha: -3225.77404

Record 3
Below is C13H29Cl2CoN2P as an isolated structure at a distorted geometry, with properties calculated with ωB97M-V/def2-TZVPD.

Structure (ORCA input):
```
! RIJCOSX wB97M-V def2-TZVPD def2/J DEFGRID3
* xyz -1 5
Co -2.189 -0.573 0.896
Cl -1.257 0.439 2.522
Cl -1.436 -2.134 -0.351
H -2.194 0.337 -0.499
H -2.952 0.530 -0.157
P 1.364 0.556 -0.694
C 2.171 1.987 0.194
C 2.840 -0.544 -1.082
C 1.062 1.406 -2.333
C 1.894 1.779 1.689
H 1.577 2.849 -0.159
C 3.641 2.316 -0.066
H 4.325 1.558 0.335
H 3.859 3.260 0.452
H 3.876 2.477 -1.122
H 0.857 1.441 1.853
H 2.042 2.726 2.228
H 2.572 1.028 2.122
H 0.597 2.358 -2.019
C 0.013 0.562 -3.073
C 2.250 1.772 -3.226
H 2.745 2.694 -2.896
H 1.866 1.972 -4.236
H 3.004 0.983 -3.313
H -0.860 0.376 -2.432
H 0.422 -0.411 -3.375
H -0.316 1.090 -3.979
C 3.367 -1.215 0.193
H 3.605 0.139 -1.489
C 2.487 -1.626 -2.111
H 3.845 -0.517 0.886
H 4.121 -1.957 -0.099
H 2.560 -1.741 0.723
H 1.569 -2.163 -1.827
H 3.310 -2.354 -2.134
H 2.371 -1.239 -3.127
C -5.850 -1.073 1.129
C -4.914 -1.488 2.183
N -3.586 -1.487 2.255
C -3.249 -2.044 3.508
C -4.411 -2.291 4.194
N -5.442 -1.948 3.348
H -6.229 -1.947 0.578
H -6.706 -0.580 1.606
H -5.389 -0.370 0.432
H -2.225 -2.199 3.804
H -4.568 -2.664 5.193
H -6.439 -2.071 3.477
*
```

Calculated values
E_HOMO (spin up / spin down), eV: 1.08 / -5.58
Gap between HOMO and LUMO (spin up / spin down), eV: 1.79 / 8.44
Energy above the lowest of the compared OMol25 structures with the same formula, charge and spin, kcal/mol: 5.38
Electronic energy, Ha: -3266.73683

Record 4
Below is a 7-piece molecular cluster, C13H29Cl4N3O12 overall at a distorted geometry, with properties calculated with ωB97M-V/def2-TZVPD.

Structure (ORCA input):
```
! RIJCOSX wB97M-V def2-TZVPD def2/J DEFGRID3
* xyz -1 2
Cl 3.218 -1.474 -1.547
C 2.813 -1.607 0.188
C 1.913 -0.386 0.601
Cl 0.479 -0.287 -0.385
H 3.710 -1.617 0.807
H 2.309 -2.571 0.253
H 2.501 0.520 0.451
H 1.592 -0.411 1.643
Cl 5.617 1.434 -6.130
C 3.959 0.611 -6.121
C 3.776 -0.438 -5.038
Cl 4.709 -1.936 -5.277
H 3.769 0.122 -7.076
H 3.202 1.389 -6.018
H 2.740 -0.742 -4.885
H 4.046 -0.078 -4.046
C 0.134 -1.280 -4.197
N -1.184 -1.881 -4.388
O -2.153 -1.191 -4.096
O -1.253 -2.979 -4.947
H 0.446 -0.720 -5.078
H 0.975 -1.907 -3.900
H 0.091 -0.619 -3.332
C -2.377 -4.396 0.514
N -1.151 -3.796 -0.105
O -0.594 -2.938 0.579
O -0.840 -4.095 -1.276
H -2.326 -4.894 1.482
H -2.881 -5.094 -0.154
H -3.110 -3.592 0.571
C 3.398 1.373 4.738
N 2.663 0.122 4.444
O 1.675 -0.055 5.171
O 3.085 -0.659 3.578
H 2.779 2.267 4.814
H 4.213 1.554 4.037
H 3.862 1.064 5.674
C -0.041 2.842 5.372
O -0.510 2.986 4.122
C -0.425 4.202 3.471
O -0.477 5.331 4.013
O -0.490 4.120 2.124
C 0.066 2.936 1.382
H 0.677 2.034 5.515
H -0.816 2.702 6.126
H 0.357 3.799 5.710
H 1.150 2.969 1.491
H -0.175 3.087 0.330
H -0.308 1.997 1.790
C -3.133 -1.138 -1.009
O -3.463 0.173 -1.501
C -4.416 1.020 -0.938
O -4.630 2.197 -1.264
O -5.083 0.283 0.079
C -6.075 0.894 0.878
H -2.121 -1.396 -1.320
H -3.800 -1.906 -1.401
H -3.153 -1.056 0.077
H -6.153 0.328 1.806
H -7.070 0.903 0.433
H -5.716 1.881 1.169
*
```

Calculated values
E_HOMO (spin up / spin down), eV: -0.88 / -4.46
Gap between HOMO and LUMO (spin up / spin down), eV: 2.12 / 5.72
Electronic energy, Ha: -3420.30963

Record 5
Below is C13H29ClCrO15S2 as an isolated structure at a distorted geometry, with properties calculated with ωB97M-V/def2-TZVPD.

Structure (ORCA input):
```
! RIJCOSX wB97M-V def2-TZVPD def2/J DEFGRID3
* xyz 0 5
Cr 7.959 24.136 -3.324
O 6.327 22.811 -6.708
C 6.789 23.259 -5.551
O 6.068 23.839 -4.692
O 8.028 23.230 -5.250
H 5.366 22.941 -6.651
Cl 7.890 21.990 -2.007
O 7.764 25.615 0.600
S 8.964 25.375 -0.138
O 8.932 25.084 -1.547
O 9.979 26.650 0.047
C 9.958 27.328 1.310
C 10.392 28.781 1.123
C 9.890 24.070 0.653
H 10.589 26.769 2.005
H 8.955 27.325 1.746
H 11.366 28.835 0.641
H 10.426 29.199 2.129
H 9.689 29.361 0.529
H 10.245 24.483 1.595
H 10.747 23.799 0.044
H 9.137 23.292 0.767
O 6.277 25.067 -2.153
S 5.080 25.832 -1.883
O 4.002 25.280 -1.105
O 5.521 27.252 -1.244
C 5.104 27.640 0.072
C 6.142 28.617 0.603
C 4.414 26.420 -3.460
H 4.988 26.791 0.749
H 4.086 28.023 -0.054
H 7.113 28.133 0.522
H 5.883 28.936 1.610
H 6.149 29.502 -0.036
H 3.478 26.936 -3.273
H 4.242 25.524 -4.055
H 5.204 27.017 -3.909
C 8.476 28.538 -2.491
O 9.221 28.326 -3.679
C 8.877 27.320 -4.451
O 8.259 26.342 -4.141
O 9.333 27.558 -5.672
C 9.124 26.488 -6.589
H 8.326 27.621 -1.923
H 7.497 28.950 -2.728
H 9.042 29.192 -1.836
H 8.069 26.239 -6.702
H 9.710 25.598 -6.377
H 9.408 26.873 -7.569
C 10.743 21.815 -4.547
O 11.740 22.838 -4.357
C 11.349 24.028 -4.020
O 10.192 24.369 -3.951
O 12.394 24.796 -3.739
C 12.082 26.140 -3.445
H 9.979 22.180 -5.236
H 10.178 21.556 -3.650
H 11.317 20.988 -4.947
H 11.452 26.326 -2.570
H 11.560 26.622 -4.274
H 13.008 26.674 -3.245
*
```

Calculated values
E_HOMO (spin up / spin down), eV: -7.30 / -8.44
Gap between HOMO and LUMO (spin up / spin down), eV: 7.52 / 8.66
Energy above the lowest of the compared OMol25 structures with the same formula, charge and spin, kcal/mol: 0.67
Electronic energy, Ha: -3942.47961

Question: Among the records above, which one has the lowest electronic energy?
Answer: C13H29ClCrO15S2